Record 1
Computed, not measured: 2 unconnected molecules or ions with the total composition C4H4O4 in a non-equilibrium geometry, with ωB97M-V with the def2-TZVPD basis set.

Output
SMILES ... O=C=CO.O=C=CO
ΔE to the lowest compared entry with this formula, charge and spin ... 474.7 kJ/mol
Largest force on an atom ... 3.72 eV/Å
HOMO energy ... -7.98 eV

XYZ file:
```
12
Properties=species:S:1:pos:R:3:nbo_charge:R:1
O 1.24 1.57 -2.00 -0.408
C 1.23 0.52 -1.51 0.672
C 1.06 -0.61 -0.89 -0.254
O 1.61 -1.02 0.30 -0.714
H 0.70 -1.40 -1.49 0.219
H 2.33 -1.61 0.31 0.494
O -2.18 -1.48 0.69 -0.456
C -1.82 -0.40 0.85 0.592
C -1.56 0.88 0.98 -0.195
O -0.36 1.45 0.82 -0.669
H -2.51 1.49 1.07 0.229
H 0.25 0.61 0.86 0.489
```



Record 2
Computed, not measured: a single C4H12N2O3 molecule in a non-equilibrium geometry, with ωB97M-V with the def2-TZVPD basis set.

Output
SMILES ... C[C@@H](N)N(O)CC(O)O
ΔE to the lowest compared entry with this formula, charge and spin ... 262.8 kJ/mol
Largest force on an atom ... 1.44 eV/Å
HOMO energy ... -9.12 eV

XYZ file:
```
21
Properties=species:S:1:pos:R:3:nbo_charge:R:1
C 1.86 -1.42 0.28 -0.619
C 1.17 -0.06 0.41 0.075
N 2.16 0.97 0.29 -0.819
N 0.16 0.11 -0.67 -0.179
O -0.59 -1.16 -0.92 -0.661
C -0.79 1.17 -0.43 -0.289
C -2.11 0.71 0.33 0.361
O -2.99 0.12 -0.56 -0.722
O -1.81 -0.10 1.41 -0.721
H 1.17 -2.23 0.46 0.219
H 2.66 -1.46 1.01 0.229
H 2.29 -1.53 -0.71 0.200
H 0.71 0.03 1.40 0.186
H 2.58 0.95 -0.63 0.360
H 1.78 1.89 0.45 0.359
H -0.19 -1.51 -1.72 0.489
H -0.32 1.95 0.15 0.204
H -1.12 1.57 -1.40 0.208
H -2.60 1.61 0.73 0.160
H -2.54 -0.65 -0.94 0.483
H -1.48 -0.95 1.07 0.475
```



Record 3
Computed, not measured: 7 unconnected molecules or ions with the total composition C36H86N4O12 in a non-equilibrium geometry, with ωB97M-V with the def2-TZVPD basis set.

Output
SMILES ... CC1(C)CCCC(C)(C)N1O.CC1(C)CCCC(C)(C)N1O.COCCNCCOC.COCCNCCOC.OCCO.OCCO.OCCO
Largest force on an atom ... 3.87 eV/Å
HOMO energy ... -8.26 eV

XYZ file:
```
138
Properties=species:S:1:pos:R:3:lowdin_charge:R:1
C -2.77 2.35 -7.54 -0.037
C -1.33 1.98 -7.37 -0.521
C -0.83 1.31 -8.65 -0.054
C -0.51 3.31 -7.38 -0.141
C -0.62 4.16 -6.10 -0.186
C -0.28 3.28 -4.92 -0.138
C -0.99 1.84 -4.80 -0.439
C -0.13 1.00 -3.79 -0.033
C -2.38 2.12 -4.25 -0.032
N -0.97 1.22 -6.15 -0.086
O -1.57 -0.07 -6.17 -0.020
H -3.14 2.53 -8.55 0.090
H -3.21 1.38 -7.30 0.085
H -3.13 3.13 -6.86 0.073
H -1.45 0.46 -8.94 0.079
H -0.71 1.95 -9.53 0.085
H 0.16 0.88 -8.53 0.084
H 0.56 3.11 -7.47 0.116
H -0.80 3.83 -8.29 0.113
H 0.08 5.00 -6.08 0.113
H -1.63 4.55 -6.00 0.095
H -0.52 3.93 -4.07 0.096
H 0.80 3.16 -4.78 0.111
H 0.78 0.66 -4.28 0.086
H -0.71 0.16 -3.38 0.062
H 0.12 1.59 -2.91 0.075
H -3.05 1.29 -4.50 0.083
H -2.87 3.02 -4.62 0.068
H -2.30 2.13 -3.17 0.077
H -0.90 -0.71 -6.42 0.098
C -1.26 -3.83 -0.55 -0.029
C -0.63 -4.05 -1.97 -0.476
C -1.67 -4.74 -2.84 -0.046
C -0.28 -2.66 -2.56 -0.122
C 0.88 -1.88 -1.92 -0.197
C 2.12 -2.68 -2.01 -0.149
C 1.95 -4.17 -1.60 -0.438
C 3.23 -4.93 -2.22 -0.021
C 2.09 -4.24 -0.10 -0.040
N 0.66 -4.79 -2.10 -0.125
O 0.48 -6.00 -1.54 -0.021
H -1.17 -4.75 0.02 0.088
H -0.90 -2.94 -0.03 0.059
H -2.31 -3.56 -0.69 0.079
H -1.31 -4.91 -3.85 0.082
H -1.88 -5.73 -2.42 0.079
H -2.64 -4.26 -3.02 0.085
H 0.06 -2.69 -3.60 0.121
H -1.18 -2.04 -2.45 0.114
H 1.08 -0.96 -2.47 0.093
H 0.56 -1.53 -0.94 0.082
H 2.97 -2.25 -1.48 0.105
H 2.46 -2.60 -3.04 0.120
H 4.12 -4.36 -1.95 0.077
H 3.18 -5.04 -3.30 0.073
H 3.25 -5.97 -1.89 0.068
H 1.19 -3.75 0.30 0.072
H 2.89 -3.69 0.40 0.071
H 1.99 -5.26 0.26 0.087
H 0.80 -6.56 -2.25 0.117
C -4.04 -0.98 9.40 -0.149
O -4.32 -1.76 8.29 -0.161
C -4.15 -3.10 8.67 -0.249
C -4.51 -4.05 7.56 -0.210
N -3.61 -3.84 6.43 -0.063
C -3.97 -4.57 5.28 -0.237
C -3.15 -4.19 4.07 -0.283
O -3.30 -2.85 3.85 -0.171
C -2.35 -2.32 2.81 -0.033
H -3.01 -1.11 9.73 0.091
H -4.64 -1.21 10.28 0.082
H -4.33 0.05 9.21 0.093
H -4.74 -3.28 9.57 0.117
H -3.13 -3.30 9.01 0.124
H -5.53 -3.88 7.22 0.118
H -4.46 -5.05 7.98 0.122
H -3.64 -2.84 6.29 0.107
H -5.00 -4.26 5.10 0.111
H -4.12 -5.65 5.38 0.126
H -3.62 -4.70 3.22 0.119
H -2.14 -4.60 4.16 0.125
H -2.65 -2.77 1.86 0.064
H -1.29 -2.55 2.92 0.086
H -2.47 -1.25 2.64 0.069
C 4.68 2.93 5.62 -0.133
O 4.54 1.89 4.67 -0.193
C 3.27 1.11 4.81 -0.149
C 3.25 -0.24 4.05 -0.210
N 3.70 -0.06 2.72 -0.081
C 4.11 -1.32 2.10 -0.159
C 4.82 -1.02 0.71 -0.232
O 6.14 -0.59 0.93 -0.183
C 6.91 -0.57 -0.31 -0.076
H 5.39 3.69 5.31 0.087
H 4.80 2.64 6.66 0.085
H 3.79 3.56 5.62 0.074
H 2.41 1.74 4.54 0.107
H 3.06 0.93 5.87 0.113
H 2.23 -0.60 4.12 0.127
H 3.91 -0.92 4.59 0.118
H 4.44 0.62 2.72 0.122
H 3.24 -1.91 1.82 0.099
H 4.76 -1.99 2.65 0.123
H 4.26 -0.43 -0.02 0.118
H 4.81 -1.99 0.22 0.095
H 7.08 -1.58 -0.67 0.082
H 7.88 -0.09 -0.15 0.086
H 6.34 -0.03 -1.07 0.082
O -1.28 5.46 0.13 -0.090
C -1.90 4.67 -0.84 -0.194
C -2.95 5.55 -1.63 -0.182
O -2.52 5.80 -2.98 -0.095
H -1.05 6.24 -0.39 0.099
H -1.04 4.29 -1.40 0.116
H -2.29 3.71 -0.49 0.115
H -3.16 6.56 -1.27 0.113
H -3.96 5.13 -1.66 0.110
H -3.30 6.07 -3.47 0.079
O -0.11 4.68 2.61 -0.115
C 0.98 5.64 2.79 -0.178
C 1.86 5.57 1.49 -0.231
O 2.74 6.68 1.54 -0.068
H -0.48 4.83 1.74 0.012
H 0.52 6.63 2.85 0.109
H 1.43 5.38 3.74 0.113
H 1.24 5.54 0.60 0.101
H 2.37 4.61 1.47 0.114
H 2.40 7.40 0.99 0.082
O -0.87 1.00 -0.33 -0.072
C -0.72 1.28 1.05 -0.200
C 0.84 1.28 1.31 -0.235
O 1.32 -0.02 1.19 -0.089
H -0.55 0.09 -0.38 0.049
H -1.09 2.26 1.35 0.101
H -1.21 0.55 1.70 0.100
H 1.15 1.75 2.25 0.101
H 1.38 1.92 0.61 0.113
H 2.19 0.00 1.61 0.014
```